Record 1
Entry from OMol25: the molecule C6H10S at a distorted geometry (ωB97M-V with the def2-TZVPD basis set).

SMILES   CS[C@@]1(C)C=CC1
Relative energy (zero: lowest compared OMol25 entry of this formula, charge and spin)   304.5 kJ/mol

```
17
Properties=species:S:1:pos:R:3:forces:R:3
C 2.396 -0.104 -0.723 0.0 0.8 1.5
S 1.379 -0.780 0.676 0.0 0.0 -0.4
C -0.225 0.020 0.337 -0.9 -0.7 -1.6
C -0.097 1.476 0.774 0.2 -1.2 0.0
C -0.969 -0.284 -1.103 2.3 0.6 1.1
C -1.904 -0.992 -0.508 -1.6 0.3 0.8
C -1.452 -0.836 0.910 5.0 -4.0 -2.4
H 3.031 0.838 -0.460 -0.3 -2.4 -0.2
H 1.667 0.350 -1.354 -0.6 -0.2 -1.0
H 2.784 -1.065 -1.118 0.6 1.4 -0.2
H -0.115 1.378 1.904 0.1 1.0 -1.3
H -0.925 2.005 0.289 0.1 0.4 0.7
H 0.887 1.810 0.359 -0.9 0.3 0.7
H -0.674 -0.049 -2.138 -0.4 -0.2 0.6
H -2.829 -1.474 -0.790 0.1 -0.1 -0.6
H -1.939 -0.396 1.657 -2.6 1.8 2.8
H -1.015 -1.894 1.289 -1.0 2.3 -0.5
```
Forces are in eV/Å.

***

Record 2
Entry from OMol25: a structure of composition H10Li7O21S4 at a distorted geometry (ωB97M-V with the def2-TZVPD basis set).

Relative energy (zero: lowest compared OMol25 entry of this formula, charge and spin)   311.9 kJ/mol
Total charge   -1

```
42
Properties=species:S:1:pos:R:3:forces:R:3
Li 2.001 0.996 -1.779 1.2 0.8 0.0
Li -1.018 -0.348 3.219 0.4 1.0 -0.2
Li 2.718 -0.613 0.512 1.2 1.6 -1.4
Li -3.273 -0.086 -0.164 0.2 1.2 -1.1
Li 1.305 -3.143 1.252 -1.1 -2.0 -0.3
Li -1.350 -0.271 -2.622 -0.6 1.3 -0.1
Li -1.365 -3.202 1.885 0.4 -1.6 -1.5
S -0.786 -5.356 0.546 0.7 -3.4 -2.5
O 0.152 -4.870 1.603 1.6 2.8 2.7
O -1.749 -4.257 0.365 -1.8 1.8 0.8
O 0.005 -5.539 -0.662 0.1 0.4 0.0
O -1.396 -6.608 0.972 -0.3 0.7 0.5
S -0.234 -0.548 0.332 -0.7 -0.3 -1.8
O 1.034 -0.200 -0.312 -0.1 -0.2 0.3
O -0.087 -1.930 0.864 0.2 -0.6 1.1
O -0.529 0.293 1.509 -0.4 0.1 0.8
O -1.347 -0.484 -0.648 0.6 -0.3 1.1
S -3.193 2.184 -2.369 -1.5 1.9 -2.9
O -2.044 1.498 -3.026 1.5 -1.7 0.0
O -4.421 1.851 -3.116 0.7 0.1 0.8
O -3.289 1.618 -1.000 -0.2 -1.7 2.7
O -2.928 3.624 -2.288 0.0 -0.9 0.4
S 4.587 1.248 -1.542 3.2 -0.9 -3.0
O 3.674 0.637 -0.533 -2.6 -1.2 3.3
O 5.486 0.163 -1.962 0.4 0.2 0.7
O 3.696 1.512 -2.686 -1.7 0.7 -0.5
O 5.288 2.437 -1.079 -0.7 -0.3 0.6
O -1.978 2.886 1.067 -0.2 0.4 0.0
H -2.335 2.665 0.176 -0.2 0.0 0.2
H -1.658 2.060 1.411 0.3 -0.4 -0.1
O 0.374 -3.134 -2.172 -0.2 0.5 -0.5
H 0.687 -2.659 -1.400 -0.1 0.0 0.0
H 0.414 -2.493 -2.895 0.3 -0.2 0.0
O 1.275 2.475 1.873 -0.3 -0.5 0.2
H 1.952 2.151 2.478 0.1 0.1 -0.3
H 0.651 1.736 1.737 0.3 0.5 0.2
O -1.089 1.361 4.144 -0.6 -0.3 0.2
H -0.608 1.982 4.704 0.1 -0.1 -0.2
H -1.977 1.744 4.059 0.2 0.2 -0.1
O 1.370 2.655 -1.028 -0.7 0.1 0.1
H 1.296 2.710 -0.061 0.3 0.1 -0.1
H 0.690 3.256 -1.364 0.1 -0.1 -0.1
```
Forces are in eV/Å.

***

Record 3
Entry from OMol25: a cluster of 5 separate species, C26H54Cl2N2O7 in total at a distorted geometry (ωB97M-V with the def2-TZVPD basis set).

SMILES   C=CN(C(=O)OCC(=O)N(C)C)/C(Cl)=C(\C)Cl.CCOCC.CCOCC.CCOCC.CCOCC

```
91
Properties=species:S:1:pos:R:3:forces:R:3
C -8.012 1.312 2.751 0.0 0.4 -0.5
C -7.162 0.324 2.406 -0.7 0.4 1.0
N -5.779 0.557 2.015 -1.1 -0.3 -2.3
C -5.676 0.486 0.555 -0.2 0.1 1.2
O -5.504 -0.555 0.017 0.5 -0.7 -1.1
O -5.843 1.666 -0.050 1.0 0.0 0.6
C -5.257 1.699 -1.365 -0.6 -0.1 -1.4
C -4.881 3.172 -1.654 0.7 0.1 -0.4
O -5.768 3.928 -1.902 -1.3 0.7 0.2
N -3.556 3.660 -1.676 0.5 -1.6 0.8
C -2.547 2.596 -1.801 0.2 -0.1 0.3
C -3.276 4.602 -0.582 0.3 0.9 0.0
C -4.895 -0.363 2.631 -0.2 -1.0 0.3
Cl -5.230 -2.112 2.733 -0.3 0.9 -0.2
C -3.787 0.098 3.182 1.2 0.6 0.5
C -3.441 1.590 3.169 -0.3 -0.4 0.6
Cl -2.665 -0.999 3.997 -0.4 0.8 -0.5
H -8.593 1.246 3.679 -1.0 -0.8 -1.2
H -8.178 2.186 2.102 1.2 0.5 1.1
H -7.573 -0.697 2.400 1.1 0.0 1.2
H -6.059 1.437 -2.081 0.4 0.2 0.2
H -4.456 0.966 -1.523 -0.2 0.3 0.6
H -1.548 3.019 -1.991 -0.5 -0.1 -0.1
H -2.439 1.986 -0.875 -0.1 0.1 -0.5
H -2.840 1.954 -2.648 0.4 0.2 0.4
H -3.505 5.633 -0.903 -0.1 -0.5 0.3
H -3.814 4.368 0.355 0.0 0.1 -0.4
H -2.199 4.604 -0.334 -0.4 -0.2 -0.3
H -3.257 1.968 2.152 0.0 -0.2 0.3
H -2.573 1.806 3.809 -0.3 -0.2 -0.3
H -4.319 2.112 3.590 0.4 0.0 -0.3
C -0.223 -1.617 -1.982 0.1 0.1 0.0
C 0.243 -0.408 -2.775 0.0 -0.2 0.1
O 0.382 0.767 -1.993 -0.2 0.3 -0.1
C 1.311 0.704 -0.922 0.1 -0.1 0.1
C 2.732 0.402 -1.360 0.0 0.0 -0.2
H -1.176 -1.407 -1.493 0.0 0.0 -0.1
H -0.349 -2.479 -2.640 -0.1 0.0 0.0
H 0.491 -1.895 -1.204 0.0 0.0 0.0
H -0.501 -0.178 -3.539 0.0 0.2 0.1
H 1.176 -0.623 -3.306 0.0 0.0 0.0
H 0.971 -0.017 -0.170 0.0 0.0 0.0
H 1.288 1.684 -0.441 -0.1 0.0 -0.1
H 2.813 -0.574 -1.843 0.0 0.0 0.1
H 3.402 0.406 -0.498 0.0 0.0 0.0
H 3.080 1.150 -2.076 0.0 0.0 0.1
C 3.062 -3.449 2.522 0.0 0.0 0.1
C 3.535 -2.246 1.724 0.0 -0.1 0.0
O 3.668 -1.065 2.496 -0.1 0.2 -0.1
C 4.587 -1.120 3.574 0.1 -0.1 0.0
C 6.012 -1.427 3.148 0.0 0.0 -0.1
H 2.104 -3.236 3.001 0.0 0.0 -0.1
H 2.943 -4.315 1.868 0.0 0.0 0.0
H 3.768 -3.721 3.308 0.0 -0.1 -0.1
H 2.797 -2.023 0.950 0.0 0.2 0.1
H 4.473 -2.466 1.202 0.0 -0.1 0.0
H 4.242 -1.835 4.329 0.1 -0.1 0.0
H 4.561 -0.137 4.046 -0.1 0.0 -0.1
H 6.097 -2.406 2.674 0.0 0.0 0.1
H 6.677 -1.416 4.014 0.0 0.0 0.0
H 6.363 -0.684 2.429 0.0 0.0 0.0
C 7.426 3.363 -3.456 0.0 -0.1 0.1
C 5.982 3.793 -3.263 0.1 0.1 0.0
O 5.326 3.127 -2.198 -0.2 -0.1 0.0
C 5.889 3.297 -0.908 0.1 0.1 0.1
C 5.936 4.744 -0.446 0.0 0.1 -0.1
H 7.484 2.286 -3.629 0.0 0.0 0.0
H 7.864 3.879 -4.312 0.0 0.0 0.0
H 8.040 3.588 -2.583 0.0 0.1 0.0
H 5.417 3.551 -4.165 -0.1 -0.1 0.1
H 5.911 4.878 -3.135 0.1 0.0 0.0
H 6.884 2.841 -0.867 0.0 0.1 0.0
H 5.259 2.726 -0.224 -0.1 -0.1 -0.2
H 6.560 5.361 -1.094 0.1 0.0 0.1
H 6.340 4.804 0.566 0.0 0.0 0.0
H 4.933 5.177 -0.448 0.0 0.0 0.0
C -1.459 -6.823 -0.425 -0.1 0.0 0.0
C -1.017 -5.526 -1.081 0.0 0.0 0.1
O -2.071 -4.810 -1.699 0.0 0.0 -0.3
C -3.134 -4.400 -0.851 0.0 0.0 0.1
C -2.696 -3.484 0.278 0.1 0.0 0.1
H -1.942 -7.475 -1.156 0.1 0.0 0.0
H -0.600 -7.345 -0.001 0.0 0.0 0.0
H -2.174 -6.649 0.381 0.1 0.0 0.1
H -0.301 -5.755 -1.872 -0.1 0.1 -0.1
H -0.492 -4.885 -0.364 0.0 0.0 0.1
H -3.666 -5.274 -0.462 0.0 0.0 0.1
H -3.842 -3.867 -1.488 0.1 -0.1 -0.1
H -1.989 -3.973 0.951 -0.1 0.0 0.1
H -3.558 -3.171 0.868 0.0 0.0 -0.1
H -2.206 -2.595 -0.122 -0.1 0.0 0.0
```
Forces are in eV/Å.

***

Record 4
Entry from OMol25: a structure of composition C32H35BN10O4S2Ti at a distorted geometry (ωB97M-V with the def2-TZVPD basis set).

Multiplicity   2
Relative energy (zero: lowest compared OMol25 entry of this formula, charge and spin)   101.1 kJ/mol
⟨S²⟩   0.75
Total charge   -1

```
85
Properties=species:S:1:pos:R:3:forces:R:3
Ti 1.241 0.696 -0.011 -2.2 0.4 1.9
C -1.606 3.143 -0.723 0.1 0.1 -0.1
C -1.698 2.353 0.538 -0.1 0.2 -0.3
C -2.707 2.474 1.500 0.0 -0.1 0.2
C -2.394 1.550 2.472 0.0 0.0 0.0
C -3.130 1.242 3.733 -0.1 0.1 0.0
N -1.258 0.927 2.098 0.0 -0.1 0.0
N -0.836 1.415 0.892 0.5 -0.4 0.1
B -0.495 -0.135 2.921 0.1 0.0 0.1
N -0.549 -1.507 2.244 -0.3 0.0 0.1
N -0.275 -1.567 0.931 0.2 0.5 -0.1
C -0.447 -2.817 0.553 -0.1 -0.3 -0.3
C -0.186 -3.263 -0.850 -0.2 -0.2 0.0
C -0.872 -3.597 1.645 0.1 0.2 0.1
C -0.927 -2.719 2.712 0.0 0.0 -0.2
C -1.343 -2.981 4.120 0.0 0.0 0.0
N 0.973 0.347 3.135 -0.1 0.1 0.2
N 1.684 0.978 2.158 -0.1 -0.4 0.0
C 2.773 1.480 2.725 0.4 0.3 -0.1
C 3.794 2.282 1.990 0.2 -0.1 0.0
C 2.783 1.176 4.087 -0.2 -0.2 0.1
C 1.623 0.460 4.311 0.0 0.1 -0.1
C 1.117 -0.086 5.603 0.0 0.0 0.0
H -2.100 4.104 -0.574 0.0 0.0 0.0
H -0.575 3.308 -1.037 -0.2 0.0 0.1
H -2.127 2.624 -1.527 0.0 0.0 0.0
H -3.544 3.150 1.480 0.0 0.0 0.0
H -4.008 1.884 3.797 0.0 0.0 0.0
H -3.462 0.204 3.761 0.0 -0.1 0.0
H -2.514 1.412 4.615 0.0 0.0 0.0
H -1.003 -0.229 4.000 0.0 0.0 0.1
H -0.461 -2.493 -1.572 -0.1 -0.1 0.2
H 0.869 -3.496 -1.006 -0.1 -0.1 0.0
H -0.763 -4.164 -1.065 0.0 0.0 0.0
H -1.105 -4.647 1.652 0.0 -0.1 0.0
H -1.593 -4.036 4.228 0.0 0.0 0.0
H -0.555 -2.749 4.833 0.1 0.0 0.1
H -2.216 -2.391 4.401 0.0 0.0 0.0
H 4.149 1.779 1.086 -0.1 0.1 0.3
H 3.380 3.238 1.665 0.0 0.0 0.0
H 4.638 2.472 2.654 0.0 0.0 0.0
H 3.530 1.454 4.808 0.1 0.0 0.1
H 1.862 0.092 6.378 0.0 0.0 0.0
H 0.185 0.389 5.904 -0.1 0.0 0.0
H 0.934 -1.155 5.546 0.0 -0.1 0.0
O 3.585 3.521 -0.923 0.0 0.0 0.1
S 2.684 2.462 -1.291 0.4 0.2 -0.2
O 2.457 2.290 -2.705 0.1 0.1 0.1
O 3.097 1.122 -0.663 0.3 0.2 -0.5
O 1.347 2.587 -0.528 0.2 0.4 -0.5
C 4.148 -2.476 0.755 -0.2 0.1 0.0
C 3.084 -1.604 1.052 -0.1 -0.1 -0.1
N 2.256 -1.164 0.130 1.1 -0.4 -0.5
C 2.408 -1.568 -1.161 0.0 0.1 -0.4
C 3.424 -2.460 -1.550 0.2 -0.2 0.2
C 4.317 -2.883 -0.540 0.0 0.0 -0.1
C 3.471 -2.951 -2.883 0.0 0.0 0.2
C 2.462 -2.618 -3.734 -0.1 0.0 0.0
C 1.428 -1.731 -3.361 0.0 -0.1 -0.2
C 0.221 -1.577 -4.149 0.1 0.0 0.1
C -0.740 -0.751 -3.734 -0.2 -0.3 -0.1
C -0.506 0.176 -2.601 -0.2 0.9 -0.5
N 0.534 -0.156 -1.722 0.8 -1.0 -0.2
C 1.449 -1.084 -2.130 0.1 0.1 0.2
H 4.811 -2.796 1.546 0.0 0.0 0.0
H 2.915 -1.254 2.065 0.0 0.0 -0.1
H 5.128 -3.552 -0.806 0.0 0.0 0.0
H 4.266 -3.622 -3.177 0.0 0.0 0.0
H 2.427 -3.051 -4.728 0.0 0.0 0.0
H 0.091 -2.186 -5.036 0.0 0.0 0.0
H -1.682 -0.647 -4.261 0.2 -0.1 0.1
H -1.410 0.475 -2.080 0.1 -0.3 0.1
C -5.098 0.640 -3.439 0.0 0.0 0.0
C -4.040 1.543 -3.999 -0.2 0.1 0.0
C -4.344 2.606 -4.834 0.0 0.0 0.0
C -3.274 3.384 -5.253 -0.1 0.0 0.0
N -2.026 3.158 -4.892 -0.1 0.1 0.0
C -1.832 2.110 -4.070 0.2 0.0 -0.1
S -0.189 1.874 -3.585 0.1 -0.2 0.1
N -2.791 1.289 -3.627 -0.3 0.3 0.0
H -6.000 0.652 -4.048 0.0 0.0 0.0
H -5.360 0.965 -2.431 0.0 0.0 0.0
H -4.715 -0.376 -3.364 0.0 0.0 0.0
H -5.356 2.818 -5.144 -0.1 0.0 0.0
H -3.433 4.232 -5.912 0.0 0.0 0.0
```
Forces are in eV/Å.

***

Number 1: electronic energy -632.6935 Ha. Number 2: electronic energy -3232.0810 Ha. Number 3: electronic energy -2579.4288 Ha. Number 4: electronic energy -3760.0078 Ha.